1.
Molecular formula: C7H8N2O5
Method: DFT, wB97M-V/def2-TZVPD

Gap between HOMO and LUMO: 7.89 eV
Total charge: 0
HOMO energy: -8.66 eV
E_tot: -20598.6598 eV
E_LUMO: -0.773 eV

Each line ends with the Mulliken charge.
Geometry (Å):
1 C -0.47775 1.55882 -0.54017  -0.71
2 C 0.82052 1.49813 -0.73844  -0.40
3 C -1.36715 0.33685 -0.62824  -0.36
4 C 1.49627 0.23839 -0.86391  -0.59
5 C -0.57812 -0.88124 0.02924  1.17
6 C 0.83245 -0.91781 -0.66577  -0.03
7 C -0.46410 -0.81454 1.50191  -1.35
8 N -1.28212 -2.07264 -0.49022  1.13
9 N -2.77192 0.72407 -0.20792  1.07
10 O -0.71474 -3.13492 -0.16367  -0.74
11 O -2.32416 -1.98127 -1.07853  -0.58
12 O -2.93848 0.69582 0.97722  -0.58
13 O -3.56692 1.17308 -0.99549  -0.60
14 O 1.49300 -2.04860 -0.70419  -0.62
15 H -1.05084 2.46688 -0.33931  0.37
16 H 1.46167 2.39737 -0.59217  0.34
17 H -1.42839 0.23289 -1.70800  0.46
18 H 2.43894 0.30873 -1.22499  0.60
19 H -0.77650 0.13686 1.83335  0.37
20 H 0.68531 -1.01125 1.78694  0.25
21 H -1.08232 -1.57073 2.01251  0.35
22 H 0.95595 -2.93193 -0.34301  0.46

2.
Molecular formula: C7H8N2S
Method: DFT, wB97M-V/def2-TZVPD

Gap between HOMO and LUMO: 9.58 eV
Total charge: 0
HOMO energy: -9.42 eV
E_tot: -21201.3583 eV
E_LUMO: 0.155 eV

Each line ends with the Mulliken charge.
Geometry (Å):
1 C 3.22712 -1.22103 0.31986  0.26
2 C -1.52064 0.94794 0.24191  -0.43
3 C -1.12833 -0.43816 0.62564  -0.36
4 C -0.53347 1.85057 0.18338  -0.35
5 C 0.26047 -0.76040 0.04455  -0.51
6 C 1.26966 0.38234 0.27322  0.55
7 C 2.69097 0.04439 0.40178  -0.29
8 N 3.53006 -2.31775 0.11376  -0.45
9 N 0.84636 1.56270 0.38375  -0.61
10 S -2.68527 -1.64156 0.51544  -0.24
11 H -2.48673 1.15653 0.25554  0.56
12 H -1.18676 -0.63102 1.65650  0.21
13 H -0.81695 2.93943 0.08904  0.31
14 H 0.48033 -1.70289 0.50352  0.44
15 H 0.15892 -0.92334 -0.99370  0.32
16 H 2.91442 0.32679 1.47020  0.20
17 H 3.17575 0.77508 -0.37235  0.25
18 H -2.66740 -2.19246 -0.64479  0.12

3.
Molecular formula: C7H8N2S
Method: DFT, wB97M-V/def2-TZVPD

Gap between HOMO and LUMO: 7.05 eV
Total charge: 0
HOMO energy: -7.27 eV
E_tot: -21199.0918 eV
E_LUMO: -0.220 eV

Each line ends with the Mulliken charge.
Geometry (Å):
1 C 0.52471 1.14839 1.97367  -0.46
2 C 1.53016 0.24937 1.54246  -0.34
3 C -0.84532 0.68278 1.94550  -0.23
4 C 1.08508 -0.86813 0.86313  -0.09
5 C -1.13330 -0.47175 1.18595  -0.34
6 C -1.21685 0.87361 -1.40375  0.18
7 C -0.42915 -1.45938 -2.22846  -0.48
8 N -0.14768 -1.09430 0.58697  -0.41
9 N -0.49099 1.83453 -1.21424  -0.40
10 S -1.54371 -0.27078 -2.60514  0.00
11 H 0.71358 1.92711 2.59988  0.52
12 H 2.62233 0.38931 1.75036  0.33
13 H -1.71244 1.22662 2.34414  0.34
14 H 1.84696 -1.59716 0.51700  0.33
15 H 0.44104 -1.05038 -1.67120  0.20
16 H -0.72582 -2.57477 -2.16903  0.25
17 H -2.08533 -0.97605 1.11641  0.34
18 H 0.24988 2.08568 -1.90178  0.26

4.
Molecular formula: C7H8N2S2
Method: DFT, wB97M-V/def2-TZVPD

Gap between HOMO and LUMO: 8.95 eV
Total charge: 0
HOMO energy: -8.58 eV
E_tot: -32039.2190 eV
E_LUMO: 0.370 eV

Each line ends with the Mulliken charge.
Geometry (Å):
1 C -3.04025 0.44784 0.00157  0.34
2 C -0.81970 -0.71955 0.00712  -0.91
3 C 0.63134 -0.26090 0.01572  0.28
4 C 1.30035 -0.00532 -1.16775  -0.28
5 C 2.61271 0.46893 -1.10556  -0.28
6 C 2.60079 0.45834 1.16312  -0.30
7 C 1.29301 -0.01668 1.20127  -0.34
8 H -2.90758 -1.90178 -0.18135  0.14
9 H -1.29139 1.35407 -0.04454  0.28
10 H -0.98976 -1.35802 -0.87569  0.46
11 H -0.99581 -1.30891 0.88566  0.50
12 H 0.81201 -0.16204 -2.14010  0.34
13 H 3.16687 0.66509 -2.05945  0.31
14 H 3.14768 0.64493 2.09579  0.35
15 H 0.80297 -0.18948 2.15553  0.36
16 N -1.70206 0.42969 -0.04872  -0.13
17 N 3.26209 0.69879 0.02999  -0.60
18 S -3.93957 -1.07093 0.03992  -0.17
19 S -3.94371 1.82594 0.02745  -0.36

5.
Molecular formula: C7H8N4O
Method: DFT, wB97M-V/def2-TZVPD

Gap between HOMO and LUMO: 8.63 eV
Total charge: 0
HOMO energy: -8.20 eV
E_tot: -15393.2818 eV
E_LUMO: 0.434 eV

Each line ends with the Mulliken charge.
Geometry (Å):
1 C 1.63819 -2.27196 0.13993  -0.43
2 C 2.14115 -1.64400 1.30543  -0.48
3 C 0.66453 -1.65947 -0.68683  -0.71
4 C 1.78131 -0.33534 1.61602  -0.32
5 C 0.15392 -0.42293 -0.23798  0.50
6 C 0.70073 0.16109 0.88926  0.34
7 C -1.07317 0.27799 -0.88284  -0.30
8 N 0.40386 1.48625 1.28499  -0.62
9 N -0.43702 2.16759 0.57826  -0.46
10 N -1.07060 1.65515 -0.42285  1.02
11 N -1.89607 2.64538 -1.00511  -0.94
12 O -2.20264 -0.40100 -0.45756  -0.55
13 H 1.87338 -3.29431 -0.12862  0.37
14 H 3.10446 -2.03535 1.74933  0.30
15 H 0.44431 -2.02451 -1.70167  0.35
16 H 2.05465 0.06619 2.51995  0.46
17 H -0.99727 0.28685 -2.00121  0.54
18 H -1.58641 3.47302 -0.53390  0.32
19 H -2.86213 2.45484 -0.79277  0.23
20 H -2.83518 -0.58548 -1.23183  0.37

6.
Molecular formula: C7H8N4O
Method: DFT, wB97M-V/def2-TZVPD

Gap between HOMO and LUMO: 8.65 eV
Total charge: 0
HOMO energy: -7.71 eV
E_tot: -15392.7478 eV
E_LUMO: 0.940 eV

Each line ends with the Mulliken charge.
Geometry (Å):
1 C -2.05924 -1.41107 0.01774  -0.31
2 C -2.68097 -0.46924 -0.85610  -0.61
3 C -1.10678 -1.02277 0.84848  -0.34
4 C -2.22802 0.79863 -0.96570  -0.57
5 C -0.58233 0.36164 0.71347  0.37
6 C 3.05480 0.56426 0.25265  -0.65
7 C 2.67067 -0.71106 0.42858  0.29
8 N -1.14280 1.22806 -0.22288  -0.07
9 N 1.76268 0.12656 -1.35827  -0.09
10 N 2.45591 1.01798 -0.91463  -0.24
11 N 0.42223 0.65754 1.40399  -0.69
12 O 1.86371 -1.04238 -0.63582  -0.09
13 H -2.24460 -2.39945 0.07170  0.48
14 H -3.41896 -0.92777 -1.35433  0.45
15 H -0.65796 -1.73340 1.57669  0.36
16 H -2.59516 1.46345 -1.58960  0.48
17 H 3.66778 1.30505 0.75118  0.40
18 H 2.86100 -1.48402 1.21812  0.35
19 H -0.86323 2.11468 -0.54251  0.22
20 H 0.82126 1.56333 1.15722  0.26

7.
Molecular formula: C7H8N4S
Method: DFT, wB97M-V/def2-TZVPD

Gap between HOMO and LUMO: 5.72 eV
Total charge: +2
HOMO energy: -17.36 eV
E_tot: -24160.2243 eV
E_LUMO: -11.645 eV

Each line ends with the Mulliken charge.
Geometry (Å):
1 C -2.13097 0.55321 2.31935  -0.31
2 C 3.12877 -0.44549 -0.76182  -0.33
3 C -0.90884 0.55388 1.50957  -0.27
4 C 2.36745 0.63245 -1.46430  0.11
5 C 0.09238 0.97559 -1.84629  0.83
6 C -2.59032 0.21727 0.19555  -0.54
7 C 1.07667 -1.09017 -0.92748  -0.20
8 N -3.11276 0.39618 1.53207  -0.37
9 N 2.32301 -1.36884 -0.44755  -0.18
10 N -1.12833 0.26774 0.26471  -0.22
11 N 1.10718 0.28442 -1.53787  0.07
12 S -0.80857 1.85137 -2.68446  0.07
13 H -2.29429 0.65637 3.26519  0.55
14 H 4.16611 -0.45794 -0.65914  0.46
15 H 0.00721 0.51563 1.92867  0.52
16 H 2.71390 1.57721 -1.72696  0.50
17 H -3.10371 -0.75724 0.02419  0.30
18 H -2.83964 0.87850 -0.67151  0.29
19 H 0.59078 -1.90815 -1.67707  0.40
20 H 0.23230 -0.95013 -0.16032  0.32

8.
Molecular formula: C7H8NO4S
Method: DFT, wB97M-V/def2-TZVPD

Gap between HOMO and LUMO: 7.56 eV
Total charge: -1
HOMO energy: -4.12 eV
E_tot: -27904.9234 eV
E_LUMO: 3.445 eV

Each line ends with the Mulliken charge.
Geometry (Å):
1 C -1.77185 0.34604 -0.31703  -0.21
2 C -2.20957 -0.18876 -1.50201  -0.72
3 C -0.48878 0.66411 -0.07120  0.20
4 C 0.49313 0.54552 -1.25899  0.38
5 C -1.39999 -0.44544 -2.65285  0.15
6 C 1.54508 -1.19046 1.26647  -0.93
7 C 1.57398 0.11352 1.95215  -0.64
8 N -0.04337 0.06960 -2.34717  -0.07
9 O 1.66493 0.88769 -1.22185  -0.72
10 O -1.55880 -0.95922 -3.74393  -0.70
11 O 0.11855 2.32122 1.93735  -0.69
12 O -1.00604 0.13356 2.48595  -0.66
13 S -0.14454 0.96418 1.61445  1.15
14 H -2.53369 0.56864 0.38851  0.41
15 H -3.30043 -0.48580 -1.55853  0.24
16 H 1.34609 -0.97378 0.18695  0.19
17 H 2.40805 -1.76265 1.38368  0.43
18 H 0.81770 -1.80204 1.86426  0.25
19 H 2.44436 0.79621 1.68608  0.28
20 H 1.45958 0.19425 3.04178  0.45
21 H 0.58560 0.20363 -3.13407  0.23